(1)
Formula: C2H2LiOTm
Source: OMol25
Level of theory: ωB97M-V/def2-TZVPD

The geometry in XYZ format:
```
7
Properties=species:S:1:pos:R:3:mulliken_charge:R:1
H 0.95064 2.20469 -1.32801 -0.27
O 0.66773 -0.92362 -0.02930 -0.63
C -0.51581 -0.94187 0.66371 0.42
C -1.50371 -0.03037 0.54093 -0.78
Tm -0.38416 0.44265 -1.83760 1.31
Li 1.36712 1.03542 0.61602 0.61
H -0.58181 -1.78691 1.37424 0.35
```

Computed properties:
Charge = +1
Kohn-Sham gap (alpha / beta) = 6.12 / 6.26 eV
Spin multiplicity = 4

***

(2)
Formula: C2H2LuO2P
Source: OMol25
Level of theory: ωB97M-V/def2-TZVPD

The geometry in XYZ format:
```
8
Properties=species:S:1:pos:R:3:mulliken_charge:R:1
H 2.11130 -3.71078 -0.08643 0.01
P 1.38801 1.17060 0.28779 0.16
O 0.09852 2.10291 -0.13245 -0.11
C -1.06743 1.41636 -0.00665 0.16
H -1.92141 1.80983 -0.55669 0.42
C -1.06125 0.16654 0.52886 0.26
O -1.23357 -1.00091 0.47830 -0.32
Lu 1.68583 -1.95455 -0.51273 1.43
```

Computed properties:
Charge = +2
Kohn-Sham gap (alpha / beta) = 5.54 / 5.90 eV

***

Calculated values (eV) of total energy for the records, taken in order: -33876.1112; -49084.0692.
Calculated values (eV) of relative energy (zero: lowest compared OMol25 entry of this formula, charge and spin) for the records, taken in order: 0.000; 5.951.